Density functional theory data (wB97M-V/def2-TZVPD) for a structure of composition C41H65As2NO13Si3Ti.

Its total charge is +2. The LUMO energy comes out at -0.2497 Ha. The gap between HOMO and LUMO comes out at 6.5 eV. The relative energy (zero: lowest compared OMol25 entry of this formula, charge and spin) comes out at 15.2 kcal/mol.

Each line ends with the Löwdin charge.
Positions of all 126 atoms, in Å:
Ti  0.675  0.377  -0.386  1.13
C  -2.561  -1.650  -0.691  -0.16
C  -1.256  -2.273  -1.133  -0.11
O  -0.350  -1.283  -1.665  -0.24
C  -0.712  -0.802  -2.961  -0.13
C  -1.619  0.394  -2.862  -0.16
O  -1.088  1.270  -1.866  -0.20
C  -1.993  2.381  -1.690  -0.13
C  -1.809  2.997  -0.320  -0.15
O  -1.600  2.001  0.650  -0.20
C  -2.735  1.437  1.288  -0.13
C  -3.309  0.266  0.513  -0.14
O  -2.212  -0.551  0.127  -0.18
H  -3.136  -2.397  -0.144  0.13
H  -3.173  -1.325  -1.539  0.13
H  -1.432  -3.029  -1.902  0.15
H  -0.755  -2.731  -0.283  0.10
H  -1.186  -1.601  -3.538  0.16
H  0.218  -0.522  -3.449  0.08
H  -2.640  0.123  -2.584  0.12
H  -1.673  0.900  -3.829  0.13
H  -1.812  3.116  -2.479  0.13
H  -3.014  2.005  -1.797  0.13
H  -2.687  3.606  -0.081  0.15
H  -0.927  3.644  -0.296  0.12
H  -3.507  2.194  1.453  0.15
H  -2.379  1.093  2.260  0.09
H  -3.859  0.594  -0.379  0.13
H  -4.003  -0.290  1.155  0.14
C  2.120  -2.505  -0.195  -0.06
O  2.049  -1.100  -0.502  -0.42
Si  3.041  -0.455  -1.806  0.42
C  4.809  -0.749  -1.325  -0.12
C  2.725  -1.500  -3.319  -0.11
C  2.207  1.212  -1.629  -0.43
Si  1.850  2.172  -3.287  0.48
C  0.951  1.330  -4.717  -0.16
C  3.489  2.604  -4.095  -0.16
C  0.872  3.740  -2.939  -0.15
Si  3.472  2.339  -0.589  0.49
C  5.123  2.655  -1.444  -0.16
C  3.977  1.490  1.011  -0.17
C  2.720  4.027  -0.285  -0.15
H  3.169  -2.788  -0.127  0.10
H  1.633  -3.075  -0.988  0.10
H  1.635  -2.686  0.758  0.03
H  5.038  -1.812  -1.416  0.05
H  5.058  -0.419  -0.321  0.03
H  5.469  -0.226  -2.017  0.05
H  3.522  -2.239  -3.411  0.06
H  2.745  -0.904  -4.229  0.03
H  1.777  -2.036  -3.287  0.04
H  1.298  0.336  -4.985  0.03
H  1.174  1.972  -5.572  0.06
H  -0.128  1.312  -4.628  0.01
H  4.219  1.796  -4.047  0.04
H  3.949  3.492  -3.672  0.03
H  3.300  2.802  -5.150  0.05
H  0.425  3.744  -1.948  0.00
H  0.082  3.862  -3.681  0.05
H  1.510  4.619  -3.007  0.04
H  5.404  1.948  -2.216  0.01
H  5.899  2.620  -0.678  0.05
H  5.152  3.647  -1.889  0.04
H  5.035  1.232  0.968  0.04
H  3.408  0.595  1.240  0.01
H  3.851  2.173  1.847  0.03
H  2.823  4.665  -1.160  0.03
H  3.278  4.500  0.526  0.06
H  1.672  4.000  0.002  0.01
N  2.352  7.918  5.712  0.19
C  2.129  6.965  5.115  -0.16
C  1.851  5.771  4.366  -0.20
C  2.737  4.698  4.418  0.01
C  2.484  3.557  3.684  0.00
C  1.346  3.491  2.876  -0.22
C  0.447  4.563  2.845  0.00
C  0.696  5.699  3.587  0.01
C  1.117  2.382  2.016  -0.04
C  0.964  1.477  1.211  -0.11
H  3.624  4.765  5.032  0.13
H  3.169  2.723  3.732  0.11
H  -0.444  4.502  2.234  0.12
H  0.011  6.534  3.566  0.13
C  -4.546  -3.898  2.199  0.01
O  -3.791  -2.763  2.669  -0.04
C  -2.478  -2.774  2.482  -0.53
O  -1.902  -3.558  1.755  0.05
C  -1.757  -1.691  3.206  -0.29
C  -2.299  -1.040  4.230  -0.29
As  -1.586  0.558  5.108  1.33
C  -1.842  -0.059  6.949  -0.24
C  0.314  0.132  4.943  -0.28
C  0.918  -0.461  3.916  -0.29
As  0.061  -1.517  2.497  1.33
C  0.703  -3.229  3.241  -0.22
C  2.413  -0.443  3.875  -0.51
O  3.116  0.233  4.576  0.14
O  2.908  -1.261  2.922  -0.13
C  4.323  -1.504  3.028  -0.01
C  1.023  0.591  6.188  -0.59
O  1.494  -0.170  6.981  0.15
O  0.868  1.909  6.360  -0.07
C  1.358  2.455  7.603  0.00
C  -3.618  -1.418  4.841  -0.59
O  -3.793  -2.407  5.492  0.15
O  -4.500  -0.431  4.647  -0.06
C  -5.800  -0.584  5.255  0.00
H  -5.564  -3.545  2.064  0.10
H  -4.516  -4.676  2.960  0.11
H  -4.134  -4.278  1.267  0.09
H  -2.909  -0.062  7.169  0.04
H  -1.354  0.641  7.626  0.04
H  -1.433  -1.057  7.093  0.06
H  0.513  -3.212  4.313  0.06
H  1.769  -3.344  3.064  0.03
H  0.157  -4.049  2.782  0.03
H  4.554  -2.244  2.266  0.09
H  4.558  -1.893  4.017  0.11
H  4.885  -0.590  2.864  0.09
H  0.507  2.861  8.146  0.10
H  2.052  3.252  7.359  0.09
H  1.850  1.683  8.189  0.10
H  -6.014  0.340  5.785  0.10
H  -5.802  -1.429  5.938  0.10
H  -6.528  -0.736  4.462  0.10